(1)
Below is a single C9H13F2N molecule at a distorted geometry, with properties calculated with ωB97M-V/def2-TZVPD.

Calculated values
LUMO level (eV): 0.83
Strongest force on any atom (eV Å⁻¹): 5.42
Energy (hartree): -605.17747
Kohn-Sham gap (eV): 8.8
SMILES string: Cc1cccn1CCCC(F)F

The geometry in ORCA input format:
```
! RIJCOSX wB97M-V def2-TZVPD def2/J DEFGRID3
* xyz 0 1
C -1.2763 0.9052 1.7199
C -0.5028 1.3506 0.5773
C -0.9333 2.1729 -0.4981
C 0.2213 2.3215 -1.3585
C 1.2353 1.5543 -0.8074
N 0.7804 0.9771 0.3483
C 1.4772 -0.2959 0.8209
C 1.3095 -1.4411 -0.1735
C -0.0112 -2.2041 -0.1507
C -1.0219 -1.4115 -0.8134
F -2.2302 -1.8535 -0.6933
F -0.8124 -1.2879 -2.2130
H -1.3239 -0.1714 1.7507
H -2.3852 1.1462 1.7678
H -0.8969 1.1548 2.7366
H -1.8864 2.7143 -0.4860
H 0.2713 2.9071 -2.1972
H 2.1701 1.2999 -1.3165
H 1.1032 -0.6187 1.7353
H 2.4913 -0.0422 0.8831
H 2.0027 -2.1965 0.0470
H 1.4335 -0.9617 -1.2169
H 0.1711 -3.0969 -0.7107
H -0.3933 -2.6566 0.7819
H -0.9932 -0.2660 -0.5336
*
```



(2)
Below is a molecular structure, C9H13GaN3S2Se at a distorted geometry, with properties calculated with ωB97M-V/def2-TZVPD.

Calculated values
LUMO level (eV): -4.92
Strongest force on any atom (eV Å⁻¹): 2.58
Energy (hartree): -5637.34302
Kohn-Sham gap (eV): 6.5

The geometry in ORCA input format:
```
! RIJCOSX wB97M-V def2-TZVPD def2/J DEFGRID3
* xyz 1 1
Ga 1.5911 -1.1499 0.3263
Se 2.9830 -2.7852 0.0970
N 6.1093 -1.2085 1.8199
C 5.3460 -0.4290 2.2258
H 6.6188 -1.9820 1.4342
N -5.2418 -1.3917 -0.7665
C -4.3440 -0.8439 -1.5684
S -4.7659 -0.4218 -3.1284
C -2.9896 -0.6727 -0.9782
C -1.9579 -0.1682 -1.7312
C -0.6692 -0.1310 -1.2188
N -0.3089 -0.7318 -0.0327
C -1.3513 -1.1702 0.7280
C -2.6576 -1.1223 0.3536
H -6.1891 -1.5177 -1.0626
H -4.9460 -1.7361 0.1220
H -2.1936 0.2919 -2.6988
H 0.1571 0.2571 -1.8230
H -1.0596 -1.5756 1.6984
H -3.4022 -1.5088 1.0057
C 0.7879 2.4327 0.4750
S 1.9135 1.2583 1.3033
C 3.4651 1.9771 0.7118
H 1.2099 2.6085 -0.5177
H 0.7792 3.3872 1.0187
H -0.2220 1.9807 0.4253
H 3.3894 3.0583 0.7376
H 3.6880 1.6432 -0.3105
H 4.2602 1.6514 1.3540
*
```